A molecular structure, C35H53FeN3O12P2Si. Source: the OMol25 dataset; level of theory: wB97M-V/def2-TZVPD.

Geometry (Å):
H  -2.13266  -2.77826  -2.24957
O  0.57225  -0.17265  1.36698
C  6.39848  0.94738  -3.33706
H  -3.54679  -0.56162  -2.39288
C  3.80608  -1.49282  1.13527
C  -3.25164  3.38438  -1.99181
H  1.71848  -1.93405  -0.75235
H  -1.53641  -3.71781  2.69150
C  -4.29445  3.54413  -1.09708
H  0.74939  -4.32481  2.03192
C  0.95347  -0.32167  4.13199
C  5.42895  -0.04499  -3.41703
O  -4.43967  3.08685  -4.00823
H  3.85599  -1.07534  -2.40910
H  1.53172  -0.20504  3.22006
H  -3.35593  -3.38546  -0.11920
Fe  0.35364  1.56022  0.23486
C  -2.50050  -0.67962  -2.10460
C  0.65840  0.00894  -4.97878
H  2.89521  -1.73590  1.69115
H  0.72927  0.66900  6.04188
H  -1.35449  5.92989  -4.21476
C  0.06071  -3.95986  1.26649
P  -1.10643  0.48998  2.54422
O  -0.10789  4.43970  -3.77906
C  -3.38101  -0.93987  4.56391
C  -3.13967  0.55374  4.45455
H  2.34063  0.79435  5.31825
H  -2.32778  -0.02954  0.58972
H  -1.23417  2.69518  -2.19355
C  -1.38922  5.00522  -3.64357
H  0.51625  -1.87993  5.54908
H  -0.20253  -4.26540  -0.85867
H  1.46067  -4.48640  -0.28845
H  -5.27085  3.84969  -1.45215
H  -1.50847  0.52029  5.87675
C  0.87660  -1.30481  -4.60736
H  0.02683  3.74702  -3.11691
C  1.17089  -1.70510  4.69185
H  2.20665  -1.81575  5.01754
H  2.82955  1.37780  2.22384
H  -4.81798  3.44154  0.98610
P  -0.18131  -1.26250  0.44187
C  1.27062  0.79442  5.10185
C  0.53622  0.97500  -3.99838
C  4.62157  -0.30974  -2.32132
C  -4.04563  3.30514  0.24190
O  -0.52409  1.83049  2.10356
C  -2.78487  2.88288  0.63620
H  -4.00173  -1.29445  3.73937
H  3.15055  2.44932  0.84034
H  0.96161  -2.45397  3.92676
H  -1.49989  -5.29475  1.88639
H  -4.10346  1.05921  4.38793
C  -2.27358  -2.04205  -1.45436
H  -2.58742  4.15783  -5.16484
C  4.76451  0.40445  -1.12637
C  -1.35175  -4.22335  1.74101
C  0.61677  0.64719  -2.63852
H  -4.31922  -2.66055  -1.39995
C  1.01722  -1.65550  -3.27571
H  0.58140  0.25991  -6.02712
H  1.22515  -2.68527  -3.01354
O  0.35481  -2.55496  1.24710
C  -1.70171  -0.62259  1.25924
H  -3.03702  1.15294  6.50840
C  -2.03844  2.92604  -1.51804
N  -2.47139  4.19581  -4.16259
H  4.64510  -1.43838  1.83326
O  0.37533  1.58053  -1.72264
H  5.29666  -0.60482  -4.33450
H  -3.87266  -1.69604  0.00154
H  7.02322  1.16388  -4.19436
O  2.04427  0.09241  -0.45152
O  1.17307  -3.48644  -5.27134
H  -1.88826  -0.54717  -2.99344
C  -2.38083  1.12628  5.63684
O  -0.45650  -0.24389  3.77695
H  -2.43481  -1.48312  4.55505
C  0.89467  -0.69381  -2.29791
H  0.35815  2.00375  -4.28241
C  3.50959  1.57308  1.38941
C  -3.51964  -2.46856  -0.68216
H  4.48278  1.84083  1.80778
H  -3.89564  -1.16104  5.50065
C  0.40883  -4.64529  -0.04213
Si  3.56064  0.10561  0.25157
N  1.01138  -2.33737  -5.63775
C  5.74917  1.39287  -1.06553
O  -2.52170  0.88472  3.19469
H  0.24412  -5.71939  0.05947
H  -2.31517  -1.42342  1.67520
H  1.00335  1.76124  4.67244
H  5.88882  1.96551  -0.15493
H  -2.25079  0.11913  -1.40310
O  0.95497  -1.99196  -6.80130
N  -1.78637  2.66353  -0.23049
H  -1.61313  5.24896  -2.60668
H  -2.07076  -3.87214  1.00658
O  -1.05408  -2.13494  -0.70118
C  6.56166  1.66387  -2.16043
H  7.31396  2.44024  -2.09814
H  -2.55900  2.70766  1.67456
C  1.19437  -0.97861  -0.86750
H  -2.05023  2.14298  5.42073
H  4.00879  -2.30708  0.43423
C  -3.45384  3.54684  -3.46846

## Properties
maximum force	0.601	eV Å⁻¹
spin multiplicity	5
E	-4668.7183	Ha
frontier orbital gap (alpha / beta)	0.306 / 0.305	Eh
HOMO energy (alpha / beta)	-0.300 / -0.302	Ha
total charge	0
ΔE to the lowest compared entry with this formula, charge and spin	0.0	kcal per mole

Mulliken population analysis, charges in e, atoms 1 to 2:
1 H 0.454
2 O -2.179